Record 1
The following is a quantum chemistry calculation of a cluster of 2 separate species, C5H9IO in total in a non-equilibrium geometry, from OMol25.

Geometry (Å):
I 0.22 -1.78 -5.34
O -0.69 0.67 -2.39
C -0.88 -1.28 0.26
C 1.38 1.09 1.66
C -0.43 0.43 -1.27
C -0.49 0.18 0.04
C -0.08 0.92 1.43
H -0.15 -0.61 -4.18
H -0.39 0.11 2.23
H -1.88 -1.41 -0.24
H 1.62 1.19 2.64
H 1.87 0.13 1.41
H -1.07 -1.58 1.33
H -0.19 -1.87 -0.23
H -0.63 1.89 1.51
H 1.78 1.89 1.13

Summary:
* HOMO energy: -0.3159 Ha
* charge: 0
* gap between HOMO and LUMO: 0.33837 Ha
* SMILES: CCC(C)=C=O.I
* energy above the lowest of the compared OMol25 structures with the same formula, charge and spin: 41.73 kcal per mole
* lowest unoccupied orbital energy: 0.6111 eV

Record 2
The following is a quantum chemistry calculation of the molecule C19H24N4O4S in a non-equilibrium geometry, from OMol25.

Geometry (Å):
S 3.75 0.01 1.98
O -6.31 -1.34 0.56
O 1.96 1.07 0.32
O 0.20 -0.77 1.31
O -2.18 2.89 -1.62
N -0.68 1.58 -0.59
N 3.13 2.60 1.35
N 1.72 -2.02 0.21
N 2.24 3.22 0.56
C 3.69 -1.84 -1.21
C 0.84 -2.19 -0.93
C 1.32 -1.26 1.24
C -6.23 -2.33 1.56
C -5.20 -0.61 0.27
C 2.29 -1.03 2.39
C 3.43 -1.21 -3.63
C -4.28 1.15 -1.08
C 0.41 2.44 -0.98
C 3.04 -2.55 -0.02
C 2.94 1.33 1.21
C -5.35 0.36 -0.72
C -3.96 -0.77 0.88
C 1.41 -1.46 -2.14
C -1.95 1.91 -0.94
C 2.82 -1.97 -2.46
C -3.03 1.00 -0.48
C 1.54 2.31 -0.04
C -2.89 0.03 0.51
H -5.96 -1.90 2.53
H 4.42 -1.59 -3.86
H 3.83 -0.78 -0.97
H 0.75 -3.26 -1.14
H 1.46 -0.39 -1.92
H 0.75 -1.60 -3.00
H -1.95 -0.12 1.02
H 2.70 -1.96 2.78
H 0.06 3.48 -1.00
H 3.67 -2.44 0.86
H 3.52 -0.15 -3.40
H 1.74 -0.52 3.19
H -5.50 -3.11 1.30
H -7.22 -2.77 1.62
H 2.75 -3.03 -2.73
H -6.32 0.48 -1.18
H 2.81 -1.31 -4.52
H -0.15 -1.80 -0.67
H 2.94 -3.62 -0.24
H -3.81 -1.50 1.66
H -4.39 1.91 -1.84
H 4.68 -2.27 -1.39
H -0.48 0.77 -0.02
H 0.76 2.19 -1.99

Summary:
* HOMO energy: -0.3152 Ha
* charge: 0
* gap between HOMO and LUMO: 0.32656 Ha
* SMILES: COc1ccc(C(=O)NCc2nnc(SCC(=O)N3CCC(C)CC3)o2)cc1
* energy above the lowest of the compared OMol25 structures with the same formula, charge and spin: 61.41 kcal per mole
* lowest unoccupied orbital energy: 0.3079 eV

Record 3
The following is a quantum chemistry calculation of a cluster of 2 separate species, C7H10 in total, from OMol25.

Geometry (Å):
C -0.06 -1.30 -0.66
C 1.40 -0.24 1.03
C 1.21 -0.97 -0.20
C -1.22 -0.74 -0.17
C -1.29 0.54 0.57
C -0.19 1.54 0.30
C 1.08 1.14 0.33
H -0.99 1.33 -1.75
H 0.65 -0.46 1.79
H -2.29 0.98 0.48
H 2.40 -0.26 1.46
H -1.12 0.42 1.66
H -2.17 -1.12 -0.54
H 2.09 -1.22 -0.80
H -0.13 -1.94 -1.54
H 1.94 1.65 -0.09
H -1.31 0.66 -1.87

Summary:
* HOMO energy (alpha / beta): -0.2909 / -0.2736 Ha
* charge: 0
* gap between HOMO and LUMO (alpha / beta): 0.28056 / 0.26356 Ha
* energy above the lowest of the compared OMol25 structures with the same formula, charge and spin: 127.95 kcal per mole
* lowest unoccupied orbital energy (alpha / beta): -0.2808 / -0.2740 eV

Record 4
The following is a quantum chemistry calculation of a cluster of 14 separate species, C14H56O14 in total in a non-equilibrium geometry, from OMol25.

Geometry (Å):
O -0.17 -1.85 -4.97
O 3.51 1.52 -1.33
O -2.25 2.22 3.45
O -0.02 4.50 -1.93
O 3.47 -1.29 -1.76
O -2.87 1.49 -1.64
O -0.82 0.63 -0.04
O 1.73 -3.15 -0.79
O -0.25 -3.00 3.70
O -4.24 -2.79 -2.49
O -2.67 4.16 -0.94
O 3.63 -1.00 2.64
O 0.14 2.14 2.00
O -2.59 -3.23 1.94
C 0.91 3.24 2.45
C 0.96 3.64 -1.43
C -2.66 4.28 0.47
C 0.16 -1.65 3.53
C 0.05 -0.41 -0.43
C -2.87 -3.14 -2.46
C 0.47 -2.20 -3.76
C -3.33 1.86 2.60
C -2.79 -1.94 1.39
C 3.22 -0.04 1.67
C 4.90 1.71 -1.52
C 4.57 -1.91 -2.40
C 1.72 -3.48 0.60
C -4.02 0.89 -1.08
H -3.97 2.73 2.41
H 0.26 -1.34 2.49
H -3.86 -1.70 1.39
H -0.50 -2.66 -5.38
H 5.47 -1.31 -2.26
H 2.13 0.02 1.57
H 0.92 -0.06 -1.00
H -0.35 1.19 0.61
H -2.56 -3.71 -3.35
H -2.44 -1.88 0.36
H -2.52 2.13 4.37
H 2.82 -1.98 -1.54
H 1.04 3.21 3.54
H -0.72 2.14 2.44
H 1.74 -4.56 0.76
H 4.40 -2.05 -3.47
H -0.88 4.26 -1.54
H -2.09 1.16 -1.15
H 5.25 1.14 -2.38
H 4.77 -2.90 -1.99
H -4.76 -3.57 -2.28
H 0.61 -1.28 -3.19
H 1.90 3.17 2.01
H -4.43 1.47 -0.24
H 5.08 2.77 -1.70
H 5.46 1.43 -0.62
H -4.79 0.82 -1.85
H -2.60 -3.75 -1.59
H -2.34 -1.16 2.01
H 0.85 2.60 -1.78
H 0.33 -1.00 0.45
H -3.81 -0.12 -0.72
H 3.67 -0.21 0.69
H 1.01 -3.64 -1.20
H 0.42 -3.44 4.24
H -0.12 -2.89 -3.14
H 1.45 -2.67 -3.89
H -3.01 3.27 -1.13
H 3.28 0.61 -1.55
H -1.85 -3.20 2.56
H -2.94 1.55 1.63
H -2.35 5.29 0.74
H -1.95 3.58 0.94
H 1.01 3.61 -0.33
H -3.64 4.05 0.91
H 3.35 -0.66 3.49
H -2.29 -2.22 -2.44
H 3.54 0.96 1.99
H -0.46 -0.94 4.09
H 1.14 -1.50 3.99
H 0.48 4.20 2.16
H 1.95 3.97 -1.76
H -0.47 -1.10 -1.08
H -3.95 1.08 3.04
H 2.61 -3.06 1.07
H 0.83 -3.07 1.08

Summary:
* HOMO energy: -0.3314 Ha
* charge: 0
* gap between HOMO and LUMO: 0.33575 Ha
* energy above the lowest of the compared OMol25 structures with the same formula, charge and spin: 13.74 kcal per mole
* lowest unoccupied orbital energy: 0.1176 eV

Record 5
The following is a quantum chemistry calculation of a structure of composition C24H45NO3P2Tc in a non-equilibrium geometry, from OMol25.

Geometry (Å):
Tc 0.32 0.84 -1.87
P 1.79 2.22 2.74
P -2.80 -1.27 1.46
O -0.90 -3.13 4.19
O 1.24 -2.71 3.97
O -1.41 -0.90 1.03
N 0.14 -3.07 3.51
C 0.82 3.21 3.94
C -1.35 1.49 -1.12
C 0.74 -2.43 -0.52
C 0.13 3.60 -1.18
C 1.98 -1.76 -0.31
C -3.05 -3.02 1.79
C -1.51 1.03 -2.51
C -3.25 -0.49 3.02
C 3.53 -0.25 -1.66
C 3.47 2.06 3.50
C 2.91 -2.12 0.79
C -0.32 2.76 -3.95
C -1.66 2.09 -3.59
C 0.27 -3.53 0.36
C 1.12 2.62 -1.82
C -1.23 2.97 -0.81
C 1.12 -1.06 -2.38
C 0.16 -1.98 -1.71
C -1.11 -2.49 -2.25
C 1.06 0.57 3.15
C 1.37 -1.16 -3.84
C 0.86 2.16 -3.19
C -4.03 -0.84 0.20
C 2.24 -0.89 -1.38
H 0.61 3.99 -0.27
H 0.49 0.58 4.09
H 3.78 1.02 3.36
H -1.35 3.07 0.28
H 1.96 -2.06 -4.07
H 3.70 -1.38 0.92
H -2.47 -3.31 2.68
H 2.38 -2.25 1.75
H -5.04 -0.85 0.64
H 3.42 0.80 -1.95
H -3.82 0.14 -0.23
H 0.43 -1.21 -4.38
H 4.06 -0.79 -2.46
H 1.73 1.97 -3.82
H -1.90 -2.39 -1.49
H -1.90 0.91 -0.38
H -0.03 4.50 -1.79
H 0.65 4.20 3.50
H -4.12 -3.20 1.98
H 1.32 3.29 4.91
H 3.40 -3.09 0.59
H 0.41 0.22 2.33
H -2.73 -3.62 0.93
H 2.16 2.80 -1.56
H -1.04 -3.56 -2.54
H -3.07 0.59 2.97
H -0.68 -3.95 0.01
H 1.89 -0.14 3.24
H -0.16 2.71 4.03
H 0.13 -3.17 1.40
H -2.41 2.84 -3.31
H -3.99 -1.59 -0.61
H 4.17 -0.28 -0.76
H 1.90 -0.27 -4.22
H -0.14 2.65 -5.03
H 1.00 -4.36 0.41
H 4.19 2.69 2.94
H -2.05 3.56 -1.24
H 3.50 2.31 4.57
H -0.39 3.85 -3.81
H -2.62 -0.94 3.80
H -1.42 -1.91 -3.12
H -2.07 1.62 -4.49
H -2.17 0.17 -2.64
H -4.31 -0.69 3.24

Summary:
* HOMO energy (alpha / beta): -0.4840 / -0.4828 Ha
* charge: +2
* gap between HOMO and LUMO (alpha / beta): 0.22761 / 0.11906 Ha
* energy above the lowest of the compared OMol25 structures with the same formula, charge and spin: 0.00 kcal per mole
* expectation value of S²: 3.888
* lowest unoccupied orbital energy (alpha / beta): -6.9778 / -9.8983 eV
* spin multiplicity: 4

Record 6
The following is a quantum chemistry calculation of a structure of composition C8H35B3O8PdPtS in a non-equilibrium geometry, from OMol25.

Geometry (Å):
Pt -2.54 -0.33 2.08
Pd 1.12 -1.51 -0.12
S -1.29 -3.44 1.49
O 0.04 -3.03 0.88
O -2.22 -2.27 1.27
O 2.85 -0.33 -1.04
O -1.83 -4.55 0.73
O -1.12 -3.73 2.91
O 2.19 -1.67 2.08
O -1.08 2.59 -1.36
O -0.04 -1.82 -1.90
C 3.52 -0.91 3.96
C 1.03 -1.83 -4.13
C 3.96 -0.66 -1.87
C 0.20 -1.13 -3.04
C -2.26 3.30 -1.02
C 2.36 -0.65 3.02
C -2.42 4.51 -1.93
C 3.87 0.09 -3.19
B -4.10 -0.13 0.30
B -0.37 0.18 0.83
B -2.79 1.55 3.41
H -1.78 0.93 3.60
H -0.75 -0.80 -3.51
H -4.87 0.78 0.10
H 3.98 1.18 -3.09
H -4.20 -0.97 -0.54
H 4.87 -0.33 -1.37
H -1.01 1.88 -0.70
H 3.96 -1.73 -2.08
H -0.78 -0.62 0.05
H -3.14 2.64 -1.07
H -1.48 5.05 -2.02
H 3.48 -0.26 4.84
H -2.70 2.11 2.35
H 3.43 -1.90 4.42
H 0.49 -2.61 -4.67
H -0.43 -0.31 1.92
H -3.73 0.81 3.37
H -2.30 3.57 0.04
H 4.51 -0.76 3.53
H 2.97 -0.18 -3.73
H 1.89 -2.50 2.49
H -3.11 5.16 -1.37
H 2.50 0.31 2.51
H -3.01 0.38 0.33
H 2.60 0.57 -1.27
H 4.75 -0.18 -3.78
H 1.39 -1.11 -4.87
H 0.75 0.49 0.59
H -3.02 2.35 4.27
H -2.94 4.30 -2.86
H -4.40 -0.62 1.35
H 0.69 -0.15 -2.89
H -1.08 1.13 0.76
H 1.93 -2.29 -3.70
H 1.46 -0.52 3.64

Summary:
* HOMO energy (alpha / beta): -0.0671 / -0.0868 Ha
* charge: -2
* gap between HOMO and LUMO (alpha / beta): 0.21986 / 0.23939 Ha
* expectation value of S²: 6.011
* lowest unoccupied orbital energy (alpha / beta): 4.1562 / 4.1522 eV
* spin multiplicity: 5

Record 7
The following is a quantum chemistry calculation of the molecule C4H9NO2S in a non-equilibrium geometry, from OMol25.

Geometry (Å):
S -0.23 -1.04 0.10
O 0.58 -0.43 -2.30
O -0.99 -2.11 0.79
N -0.78 0.25 0.95
C 1.57 -0.92 0.63
C -0.59 1.62 0.52
C 0.09 -1.73 -2.54
C -0.66 -0.69 -1.74
H -0.27 -1.98 -3.59
H 1.76 0.08 0.23
H 1.79 -0.73 1.64
H 0.56 1.49 0.40
H 2.07 -1.61 -0.14
H -1.07 1.93 -0.38
H -1.73 0.08 1.27
H -0.96 2.39 1.29
H 0.57 -2.55 -2.10

Summary:
* HOMO energy: -0.3026 Ha
* charge: 0
* gap between HOMO and LUMO: 0.32543 Ha
* SMILES: CN[S@@](C)(=O)=C1CO1
* energy above the lowest of the compared OMol25 structures with the same formula, charge and spin: 164.78 kcal per mole
* lowest unoccupied orbital energy: 0.6205 eV

Record 8
The following is a quantum chemistry calculation of a cluster of 2 separate species, C4H7ClNO in total in a non-equilibrium geometry, from OMol25.

Geometry (Å):
Cl 4.01 0.75 0.11
O 2.81 -1.65 0.40
N -0.59 -0.26 -0.29
C 3.01 -0.50 0.17
C -1.89 0.09 -0.91
C 0.46 0.62 0.09
C -0.34 0.05 1.15
H -1.25 0.61 1.60
H -0.01 -0.71 1.82
H -1.88 -0.25 -2.01
H -2.85 -0.33 -0.40
H -0.22 -1.16 -0.43
H 0.62 1.66 -0.23
H -1.88 1.09 -1.08

Summary:
* HOMO energy (alpha / beta): -0.4468 / -0.4906 Ha
* charge: +1
* gap between HOMO and LUMO (alpha / beta): 0.25563 / 0.32862 Ha
* energy above the lowest of the compared OMol25 structures with the same formula, charge and spin: 103.01 kcal per mole
* lowest unoccupied orbital energy (alpha / beta): -5.2014 / -4.4085 eV

Record 9
The following is a quantum chemistry calculation of a structure of composition C17H19NO5S in a non-equilibrium geometry, from OMol25.

Geometry (Å):
S 1.24 1.70 1.32
O 1.13 1.73 2.86
O -4.28 0.98 -0.85
O 1.92 2.78 0.28
O -2.14 -2.09 0.00
O -1.54 -1.77 2.43
N 1.83 0.29 0.85
C -3.05 1.21 -0.30
C -1.28 -1.81 1.14
C 4.15 0.69 0.30
C 1.24 -1.09 1.38
C -4.57 1.03 -2.20
C 0.13 -1.65 0.33
C -1.84 1.51 -1.30
C 3.26 -1.33 -0.86
C -0.34 1.48 0.62
C -2.74 1.23 1.04
C -0.59 1.27 -0.74
C 2.97 0.03 0.00
C 5.21 0.67 -0.36
C 4.44 -1.22 -1.42
C 5.43 -0.40 -1.46
C -3.46 -2.07 0.67
C -1.49 1.48 1.44
H -3.61 1.24 1.63
H 0.32 -2.74 0.24
H -4.05 0.28 -2.44
H -4.19 2.24 -2.64
H -5.59 1.00 -2.46
H 3.95 1.63 1.00
H 0.79 -0.77 2.46
H 1.81 -1.72 1.92
H -3.50 -2.05 1.65
H 0.15 1.68 -1.28
H 6.18 1.53 -0.43
H -1.36 1.36 2.43
H -3.95 -1.18 0.12
H -2.02 1.39 -2.32
H 2.34 -1.79 -0.71
H 4.49 -2.17 -2.20
H 0.02 -1.09 -0.57
H -3.71 -3.05 0.23
H 6.33 -0.46 -1.77

Summary:
* HOMO energy: -0.3040 Ha
* charge: 0
* gap between HOMO and LUMO: 0.30830 Ha
* energy above the lowest of the compared OMol25 structures with the same formula, charge and spin: 372.51 kcal per mole
* lowest unoccupied orbital energy: 0.1182 eV

Record 10
The following is a quantum chemistry calculation of the molecule C5H3NO3S2 in a non-equilibrium geometry, from OMol25.

Geometry (Å):
S -2.38 -1.10 1.88
S 1.97 1.13 -0.42
O -1.26 -0.20 -2.66
O 3.21 0.75 0.23
O 1.44 -0.17 -2.26
N -1.36 -1.01 -0.48
C -0.85 -0.29 -1.48
C 0.73 -0.10 -1.43
C 1.04 0.87 0.98
C -1.19 -0.59 0.88
C -0.15 0.35 1.24
H -2.19 -1.68 -0.47
H 1.63 1.51 1.72
H -0.66 0.54 2.28

Summary:
* HOMO energy: -0.3203 Ha
* charge: 0
* gap between HOMO and LUMO: 0.24337 Ha
* energy above the lowest of the compared OMol25 structures with the same formula, charge and spin: 31.65 kcal per mole
* lowest unoccupied orbital energy: -2.0923 eV

Record 11
The following is a quantum chemistry calculation of a structure of composition C3H7CoO2 in a non-equilibrium geometry, from OMol25.

Geometry (Å):
Co 1.29 0.02 -1.28
O 2.53 0.40 0.21
O -0.46 0.43 -0.14
C 0.69 -1.54 0.32
C -1.73 0.93 -0.52
C -0.45 -0.85 0.43
H 0.58 -2.61 0.15
H -2.14 0.36 -1.37
H -1.30 -1.01 1.11
H -2.42 0.88 0.33
H 2.76 1.28 0.51
H 2.23 -0.26 1.08
H -1.58 1.97 -0.82

Summary:
* HOMO energy (alpha / beta): -0.4016 / -0.5570 Ha
* charge: +1
* gap between HOMO and LUMO (alpha / beta): 0.23982 / 0.28587 Ha
* energy above the lowest of the compared OMol25 structures with the same formula, charge and spin: 31.47 kcal per mole
* expectation value of S²: 8.757
* lowest unoccupied orbital energy (alpha / beta): -4.4010 / -7.3790 eV
* spin multiplicity: 6

Record 12
The following is a quantum chemistry calculation of the molecule C24H33ClI2O8S2 in a non-equilibrium geometry, from OMol25.

Geometry (Å):
I 1.85 -4.79 -1.73
I 4.21 -0.81 -3.79
Cl -0.44 2.96 2.84
S 2.16 -1.29 1.62
S 3.27 2.28 -1.94
O -3.20 -1.54 -1.20
O -4.58 4.99 2.37
O -2.99 1.95 2.88
O -2.27 4.43 0.00
O 0.43 -1.47 1.73
O 2.47 -1.90 0.07
O 2.72 -2.22 2.72
O -0.80 2.48 -0.38
C 3.02 3.55 -0.58
C -1.70 1.64 2.57
C 3.26 -3.25 -2.32
C -2.74 -4.41 2.91
C -3.75 4.44 0.01
C -1.16 1.12 -0.84
C -2.01 -1.95 -0.73
C -2.21 -5.91 2.46
C -2.10 -3.21 0.37
C -1.64 -6.05 0.92
C 1.65 1.30 -2.23
C -4.40 5.57 1.02
C -1.75 3.45 -0.99
C 1.51 0.35 -0.91
C 3.93 3.02 0.71
C 4.76 -3.35 -1.58
C -1.46 0.13 1.96
C 2.58 -0.90 -0.98
C -2.71 -3.08 1.89
C -0.02 -0.03 -0.43
C -0.54 -1.40 -1.18
C -1.58 -4.73 -0.08
C -0.03 -0.13 1.23
C 2.69 -1.69 -2.40
H 4.83 -4.27 -0.84
H 5.61 -3.37 -2.42
H 4.96 -2.36 -0.97
H -1.50 -0.59 2.91
H -2.67 2.92 -1.50
H 3.46 4.63 -0.84
H -2.26 0.81 -0.60
H 3.28 2.80 1.66
H -2.42 -0.14 1.34
H 0.86 2.16 -2.34
H -4.08 3.38 0.45
H 1.91 3.58 -0.22
H -1.25 -7.10 0.51
H -3.16 -4.33 4.02
H -0.62 -1.12 -2.34
H -4.20 4.61 -1.06
H 3.52 -3.50 -3.46
H -2.22 -6.86 3.17
H -1.17 -4.92 -1.16
H 3.64 -0.39 -0.83
H 0.74 0.63 1.73
H -5.48 5.87 0.62
H 4.85 3.73 0.93
H -1.21 4.06 -1.85
H 0.19 -2.31 -1.12
H 1.64 -1.73 -2.97
H -1.11 1.18 -2.03
H 1.93 1.05 -0.04
H 1.64 0.74 -3.26
H -3.74 6.54 1.12
H -3.13 -2.07 2.30
H -3.64 4.87 2.71
H 4.43 1.98 0.40

Summary:
* HOMO energy: -0.3217 Ha
* charge: 0
* gap between HOMO and LUMO: 0.29888 Ha
* lowest unoccupied orbital energy: -0.6220 eV

Across the entries above, electronic energy takes the values -15476.7076 -45078.5640 -7415.4864 -44085.9918 -54004.2188 -44826.5358 -20707.8871 -20309.1096 -40485.0397 -34529.8326 -44932.4272 -92177.0067 eV, respectively.